{
  "formula": "C35H58LuOP2",
  "method": "ωB97M-V/def2-TZVPD",
  "fmax_ev_per_a": 1.92,
  "multiplicity": 1,
  "gap_ev": 5.69,
  "e_tot_ha": -3361.59234,
  "de_lowest_kcal_mol": 45.8,
  "charge": 1,
  "symbols": ["H", "C", "H", "H", "H", "H", "H", "H", "H", "C", "C", "C", "C", "C", "C", "C", "C", "C", "Lu", "H", "H", "H", "H", "H", "C", "C", "H", "C", "H", "H", "C", "H", "H", "H", "H", "P", "H", "H", "H", "C", "C", "H", "C", "H", "H", "H", "H", "H", "C", "H", "H", "H", "C", "C", "H", "H", "C", "H", "C", "H", "C", "H", "H", "C", "H", "C", "H", "H", "H", "H", "C", "C", "H", "H", "H", "H", "H", "H", "P", "H", "H", "H", "C", "C", "O", "H", "C", "H", "H", "C", "H", "H", "C", "C", "H", "C", "C"],
  "coordinates": [[-2.109, -0.610, -5.904], [4.358, -4.339, 0.045], [0.982, 4.441, -2.394], [-0.373, 1.225, -0.517], [0.776, 4.188, 0.246], [3.461, 1.119, 2.726], [2.970, 0.087, 1.351], [-5.676, -3.028, -1.210], [-4.400, -3.643, -2.290], [-2.995, 2.599, -1.399], [-1.118, 4.264, -1.913], [-5.503, -0.132, -1.615], [2.821, 1.098, 1.830], [-1.070, 0.902, -1.315], [-3.859, -0.986, -3.648], [5.683, -3.163, 1.661], [3.343, -2.669, 1.435], [5.893, -0.571, 3.268], [0.752, -0.690, 1.202], [0.125, 0.378, -3.038], [1.487, 2.256, -3.156], [-3.159, 4.307, -2.612], [-2.965, 0.824, -0.273], [4.490, -1.470, 5.438], [-0.440, 1.265, -2.698], [3.217, -3.630, 0.422], [6.809, -1.117, 3.528], [-0.764, 1.314, 2.919], [-2.197, 3.075, -3.361], [-5.157, 0.871, -1.349], [0.682, 2.574, 1.657], [0.120, -2.857, 0.552], [6.642, -2.968, 2.136], [-1.172, -0.202, -1.271], [-2.865, 0.931, 3.058], [-4.048, -1.291, -1.813], [2.048, -4.389, -1.182], [3.249, 1.820, 1.123], [-1.197, 4.505, 1.789], [-1.976, 0.983, 3.708], [1.301, 3.812, 1.136], [3.793, -0.800, 3.184], [-4.427, 1.823, -4.288], [-1.884, 0.007, 4.197], [6.485, -4.673, 0.318], [6.038, -0.094, 2.293], [4.258, -5.088, -0.740], [3.488, -2.705, 4.612], [4.654, -1.471, 3.279], [2.352, 3.651, 0.877], [-2.424, 3.336, 1.293], [1.862, -6.002, 0.744], [0.814, -2.838, -0.322], [5.603, -4.107, 0.634], [-2.180, 1.741, 4.493], [1.950, -0.003, 4.482], [1.407, 1.440, 2.133], [-3.227, -1.799, -4.052], [1.849, -3.996, -0.171], [-5.740, -2.668, -2.978], [1.212, -5.116, 0.670], [0.247, -5.421, 0.245], [-4.849, -1.014, -4.148], [-5.081, -2.803, -2.104], [-1.139, 4.380, -0.812], [4.459, -2.193, 4.611], [5.765, 0.229, 4.011], [-1.862, 1.157, -6.061], [1.037, -4.736, 1.689], [-5.036, 1.499, -5.147], [0.989, -0.289, 4.021], [4.568, -2.445, 2.099], [1.256, 4.612, 1.907], [-5.057, 1.928, -3.396], [-2.181, 3.672, 3.007], [1.358, -1.863, -0.512], [0.195, -3.012, -1.199], [-6.117, -0.098, -2.524], [-3.055, 0.609, -4.036], [-6.103, -0.506, -0.777], [-1.263, 1.391, -3.461], [-3.485, 0.445, -6.419], [-1.655, 3.543, 2.050], [-2.586, 0.373, -5.785], [2.298, -1.853, 1.668], [0.243, -0.388, 4.829], [-2.405, 3.537, -2.389], [-3.983, 2.812, -4.496], [-1.151, 5.305, -2.304], [0.183, 3.688, -2.356], [-4.004, 2.868, -0.983], [1.153, -1.306, 3.578], [-0.632, 2.476, 2.145], [0.549, 0.761, 3.069], [5.245, -2.946, 4.765], [-2.435, 1.441, -1.013], [0.486, 2.430, -2.707]],
  "atomic_forces_ev_per_a": [[-0.09, 0.31, -0.09], [0.06, -0.10, -0.09], [-0.17, -0.40, -0.14], [0.00, 0.12, 0.06], [0.29, -0.02, 0.22], [-0.11, -0.23, -0.30], [0.25, 0.81, 0.33], [0.10, -0.05, -0.23], [-0.27, 0.04, -0.01], [-0.46, -0.97, 0.46], [-0.63, 0.57, 0.11], [0.33, -0.12, 0.65], [0.92, 0.29, -0.33], [0.25, -0.33, -0.95], [-0.09, -0.04, -0.27], [0.02, -0.12, 0.03], [0.79, 0.05, -0.41], [0.08, -0.05, 0.13], [0.22, 1.45, 0.91], [-0.22, 0.27, 0.04], [-0.61, 0.15, 0.56], [0.23, -0.15, 0.11], [0.06, 0.40, -0.26], [-0.03, -0.23, -0.13], [0.37, -0.36, -0.09], [-0.01, 0.06, 0.22], [-0.18, 0.11, -0.08], [0.93, 0.09, 0.39], [-0.04, -0.08, 0.29], [-0.14, -0.12, -0.14], [-0.33, -0.68, 0.63], [0.25, 0.18, -0.25], [-0.15, -0.09, -0.07], [0.03, 0.14, -0.04], [0.24, 0.10, 0.29], [-1.45, 0.06, -1.25], [-0.16, 0.20, 0.28], [-0.14, -0.16, 0.15], [-0.11, -0.18, 0.06], [-0.64, -0.21, 0.28], [0.06, 0.61, -0.65], [0.19, -0.26, -0.02], [-0.22, -0.20, -0.10], [-0.06, 0.17, 0.03], [-0.39, 0.31, 0.11], [-0.01, -0.12, 0.09], [0.09, 0.07, 0.10], [0.20, 0.06, 0.13], [-0.44, 0.23, -0.52], [-0.21, 0.18, -0.02], [0.14, 0.03, 0.13], [-0.21, 0.42, -0.09], [0.53, -0.25, -0.66], [-0.41, 0.08, 0.10], [0.10, -0.36, -0.38], [-0.29, -0.26, -0.15], [-0.53, 0.44, 0.52], [-0.22, 0.37, 0.05], [0.46, -0.09, 0.02], [0.18, -0.07, 0.43], [-0.10, 0.03, 0.08], [0.15, -0.02, 0.08], [0.36, -0.32, 0.29], [0.21, -0.24, 0.31], [-0.04, -0.07, -0.34], [0.18, -0.21, 0.01], [0.09, -0.21, -0.11], [-0.28, -0.28, -0.08], [0.05, -0.18, -0.18], [0.00, 0.26, 0.31], [0.03, -0.72, 0.72], [-0.02, -0.02, -0.01], [0.05, -0.46, -0.37], [0.19, -0.05, -0.28], [0.14, 0.01, -0.21], [-0.40, -0.95, -0.26], [-0.15, 0.03, -0.02], [0.13, -0.06, 0.24], [-0.78, -0.01, -0.37], [-0.02, 0.12, -0.17], [1.31, -0.22, 1.27], [0.47, -0.13, -0.04], [-0.65, 0.43, -0.13], [-0.09, -0.01, -0.28], [-1.08, -0.06, 0.50], [0.36, -0.12, -0.35], [0.13, 1.20, -0.19], [-0.24, -0.46, -0.08], [0.02, -0.57, 0.21], [0.87, -0.19, -0.07], [1.09, -0.37, -0.41], [-0.05, 0.31, 0.55], [0.35, 0.00, -0.53], [-0.48, -0.20, -1.11], [-0.20, 0.19, 0.05], [-0.57, 0.68, 1.02], [0.61, 0.83, -0.28]],
  "mulliken_charge": [0.375, -0.625, 0.385, -1.802, 0.213, 0.283, -0.083, 0.397, 0.372, -0.826, -0.247, -1.024, -0.100, 2.300, -1.428, -0.398, 0.490, -1.696, 1.237, 0.632, 0.383, 0.655, 0.761, 0.367, -0.700, -0.066, 0.438, 0.297, -0.085, 0.032, -0.035, 0.238, 0.336, 0.210, 0.333, 0.302, 0.681, 0.335, 0.376, -1.773, -1.613, -1.880, -1.517, 0.463, 0.389, 0.379, 0.465, 0.360, 2.948, 0.302, 0.037, 0.397, -1.129, -1.268, 0.329, 0.199, 0.566, 0.532, 0.119, 0.337, -1.485, 0.379, 0.620, -1.100, -0.036, -1.555, 0.420, 0.344, 0.337, 0.529, -0.640, 0.150, 0.315, 0.322, 0.508, 0.240, 0.573, 0.362, 1.089, 0.495, -0.603, 0.411, -1.975, -1.358, -0.464, 0.509, -1.153, 0.404, 0.437, -0.345, 0.418, 0.091, 1.814, -0.266, 0.386, -0.392, -0.732]
}